24
Properties=species:S:1:pos:R:3 method="wB97M-V/def2-TZVPD" e_tot_ev=-71075.1075 charge=+2 multiplicity=1 largest_force_ev_per_a=5.3 relative_energy_kj_mol=0.0
Zn -0.36 0.50 0.14
O 0.95 -5.30 0.06
C 0.50 -4.40 0.61
C -2.13 1.15 -0.81
O -3.06 1.38 -1.43
C 1.53 1.45 0.18
O 2.63 1.80 0.13
C 0.26 -0.50 -1.72
O 0.63 -0.88 -2.73
N -1.42 2.03 3.79
C -0.97 2.08 2.52
N -0.87 0.84 2.02
C -1.25 -0.06 3.02
C -1.31 -1.46 3.02
C -1.76 -2.08 4.19
C -2.15 -1.31 5.31
C -2.08 0.09 5.29
C -1.62 0.68 4.14
H -1.59 2.82 4.41
H -0.74 3.01 2.00
H -1.01 -2.00 2.12
H -1.81 -3.17 4.25
H -2.52 -1.83 6.19
H -2.36 0.73 6.13



111
Properties=species:S:1:pos:R:3 method="wB97M-V/def2-TZVPD" e_tot_ev=-65270.2269 charge=+1 multiplicity=1 largest_force_ev_per_a=19.2 relative_energy_kj_mol=346.8
C -38.47 12.08 62.24
C -39.05 13.14 61.33
C -38.43 13.04 59.94
C -36.86 13.07 59.91
N -36.19 12.64 58.54
C -36.37 11.17 58.40
C -35.26 10.70 57.48
C -34.13 11.55 57.98
C -34.72 12.80 58.60
C -36.69 13.35 57.26
C -36.63 14.87 57.35
C -37.11 15.54 56.08
H -39.12 12.05 63.29
H -37.38 12.16 62.20
H -38.90 11.17 61.84
H -38.59 14.16 61.62
H -40.21 13.28 61.31
H -39.01 13.69 59.29
H -38.61 12.21 59.51
H -36.41 12.53 60.81
H -36.57 14.08 60.15
H -37.53 10.82 58.08
H -36.13 10.57 59.54
H -35.33 10.86 56.42
H -35.25 9.59 57.67
H -33.23 11.59 57.41
H -33.77 11.09 58.76
H -34.32 13.62 58.09
H -34.43 12.86 59.61
H -37.73 13.03 56.99
H -36.10 12.93 56.52
H -35.61 15.41 57.45
H -37.09 15.40 58.28
H -38.00 15.05 55.79
H -36.21 15.40 55.47
H -37.49 16.54 56.03
O -37.39 11.43 54.47
H -36.64 11.18 53.96
H -38.14 12.02 54.04
O -38.66 13.60 53.02
H -39.13 14.11 53.46
H -37.88 13.99 52.90
O -35.20 10.68 62.65
H -35.77 9.97 62.27
H -35.49 10.46 63.64
O -34.94 11.48 53.30
H -34.79 10.58 53.70
H -34.69 11.35 52.23
O -32.57 10.81 61.39
H -32.53 11.81 61.29
H -33.27 10.58 61.65
O -39.33 9.65 55.55
H -38.54 10.07 55.35
H -39.20 9.08 56.33
O -41.34 11.33 66.38
H -42.05 10.80 65.99
H -41.02 11.80 65.54
O -34.13 14.06 54.70
H -33.58 13.60 55.35
H -34.54 13.24 54.19
O -39.50 17.84 54.18
H -39.66 16.87 54.43
H -38.57 17.83 53.77
O -30.92 9.85 57.46
H -30.32 9.20 56.93
H -30.47 10.62 58.03
O -34.15 13.24 62.43
H -34.56 12.36 62.33
H -34.46 13.30 63.35
O -35.81 8.09 61.29
H -36.04 7.62 62.12
H -36.64 8.24 60.93
O -34.43 15.79 60.95
H -33.58 16.41 60.98
H -34.18 14.82 61.08
O -34.98 8.65 53.95
H -35.26 7.90 54.52
H -34.32 9.19 54.48
O -43.15 13.94 60.38
H -43.42 13.26 60.91
H -42.51 13.41 59.91
O -31.71 14.59 58.59
H -31.79 15.43 58.20
H -30.89 14.43 58.84
O -41.36 15.54 58.73
H -42.09 15.63 59.40
H -40.63 16.11 58.90
O -32.03 12.22 55.02
H -31.02 12.23 55.24
H -32.23 11.18 55.25
O -40.73 13.97 56.55
H -40.90 14.45 57.37
H -41.73 13.81 56.25
O -32.71 9.47 54.99
H -32.13 9.55 55.76
H -32.10 9.32 54.34
O -38.24 8.06 57.56
H -37.46 8.31 56.91
H -38.72 7.21 57.58
O -35.46 17.67 58.81
H -35.20 16.87 59.25
H -34.63 17.81 58.20
O -40.54 15.55 53.98
H -41.36 15.73 53.70
H -40.65 15.17 54.90
O -38.27 8.73 60.17
H -38.10 8.59 59.34
H -38.35 7.97 60.81
O -39.43 16.99 60.08
H -38.77 17.61 59.62
H -39.12 16.72 60.95



24
Properties=species:S:1:pos:R:3 method="wB97M-V/def2-TZVPD" smiles=Nc1cccnc1Sc1cc(Cl)c(Cl)cc1Cl e_tot_ev=-62902.2837 multiplicity=1 largest_force_ev_per_a=4.1
N 0.63 -0.78 -2.94
C 1.07 0.21 -2.09
C 1.25 1.38 -2.68
C 1.68 2.47 -1.99
C 2.08 2.28 -0.63
N 1.98 1.12 -0.06
C 1.43 0.09 -0.68
S 1.14 -1.41 0.10
C -0.26 -1.25 1.12
C -1.20 -0.32 0.84
C -2.35 -0.09 1.61
Cl -3.60 1.15 1.29
C -2.42 -0.83 2.77
Cl -3.71 -0.45 3.88
C -1.52 -1.90 3.03
C -0.43 -2.04 2.30
Cl 0.73 -3.25 2.83
H 0.56 -0.64 -3.98
H 0.40 -1.76 -2.56
H 1.00 1.43 -3.64
H 1.80 3.44 -2.38
H 2.39 3.21 -0.12
H -1.05 0.38 -0.01
H -1.60 -2.45 3.99



24
Properties=species:S:1:pos:R:3 method="wB97M-V/def2-TZVPD" s_squared=8.755 e_tot_ev=-52498.7354 charge=+2 multiplicity=6 largest_force_ev_per_a=1.2 relative_energy_kj_mol=0.0
C -1.80 -2.34 -1.88
C -0.70 -1.65 -1.18
C 0.59 -1.60 -1.61
C 1.52 -0.87 -0.82
O 2.74 -1.17 -0.69
C 1.06 0.32 -0.11
C 1.87 1.46 0.06
C 1.37 2.58 0.74
C 0.08 2.55 1.24
C -0.74 1.42 1.06
O -1.99 1.44 1.51
N -2.32 0.63 2.82
O -1.43 0.42 3.46
C -0.24 0.30 0.38
C -1.02 -0.95 0.13
O -1.79 -1.40 0.93
H -2.58 -1.62 -2.08
H -2.23 -3.14 -1.27
H -1.45 -2.74 -2.83
H 0.91 -2.11 -2.51
H 2.85 1.58 -0.43
H 1.98 3.46 0.84
H -0.35 3.41 1.73
Mn 3.67 0.01 0.50



25
Properties=species:S:1:pos:R:3 method="wB97M-V/def2-TZVPD" s_squared=2.024 e_tot_ev=-26472.7265 charge=+2 multiplicity=3 largest_force_ev_per_a=9.8 relative_energy_kj_mol=111.8
O -0.52 0.66 -6.82
C -0.59 0.64 -5.67
Pt -0.52 0.63 -1.31
O 1.29 -1.70 -1.83
C 0.57 -0.78 -1.76
C -1.72 2.18 -1.82
O -2.44 3.10 -1.90
C -2.04 -0.47 -1.78
O -2.94 -1.20 -1.86
C 0.93 1.82 -1.83
O 1.85 2.51 -1.96
N -0.72 1.04 0.79
C 0.05 0.03 1.56
C -0.72 -0.93 2.22
C 0.00 -1.88 2.97
C 1.40 -1.82 2.99
C 2.11 -0.85 2.27
C 1.41 0.10 1.54
H -1.75 1.06 0.97
H -0.32 1.98 0.82
H -1.81 -0.94 2.09
H -0.55 -2.65 3.51
H 1.95 -2.56 3.60
H 3.19 -0.83 2.28
H 1.90 0.86 0.92



30
Properties=species:S:1:pos:R:3 method="wB97M-V/def2-TZVPD" s_squared=3.768 e_tot_ev=-391256.4532 charge=-2 multiplicity=4 largest_force_ev_per_a=0.7 relative_energy_kj_mol=57.6
V -1.06 0.79 0.93
S -0.44 -1.19 2.41
C -0.78 -1.96 0.90
C -0.75 -3.34 0.68
C -1.05 -3.83 -0.57
C -1.37 -2.95 -1.60
C -1.41 -1.60 -1.31
N -1.09 -1.11 -0.11
H -0.51 -4.00 1.51
H -1.03 -4.90 -0.76
H -1.65 -3.30 -2.58
H -1.69 -0.86 -2.05
Se -2.36 2.43 -0.55
Se -2.33 1.67 -2.72
Te -4.87 -0.76 -0.37
Se -3.62 0.92 0.98
Br 5.23 1.53 -1.48
C 3.47 1.36 -0.79
C 3.28 1.30 0.58
C 1.98 1.16 1.04
N 0.93 1.09 0.22
C 1.14 1.15 -1.10
C 2.40 1.28 -1.65
H 4.11 1.36 1.27
H 1.76 1.11 2.10
H 0.25 1.11 -1.73
H 2.52 1.33 -2.72
Se 0.10 4.60 4.07
C -0.42 3.25 3.03
N -0.74 2.35 2.36



28
Properties=species:S:1:pos:R:3 method="wB97M-V/def2-TZVPD" e_tot_ev=-87149.6492 charge=-1 multiplicity=1 largest_force_ev_per_a=0.3 relative_energy_kj_mol=0.4
Sc 0.82 -0.32 1.09
C 0.11 -0.92 3.43
C 1.47 -0.54 3.49
C 1.55 0.83 3.19
C 0.25 1.30 2.94
C -0.65 0.22 3.09
H -0.28 -1.92 3.55
H 2.31 -1.21 3.66
H 2.47 1.40 3.10
H -0.02 2.31 2.65
H -1.71 0.24 2.89
Cl -0.74 1.76 -0.20
C -1.29 0.90 -1.61
C -1.55 1.65 -2.74
C -2.03 1.03 -3.88
C -2.25 -0.34 -3.86
C -1.98 -1.06 -2.71
Cl -2.30 -2.77 -2.76
C -1.48 -0.49 -1.53
S -1.18 -1.45 -0.11
H -1.36 2.72 -2.72
H -2.23 1.60 -4.78
H -2.63 -0.85 -4.73
O 2.22 -1.73 0.64
S 3.02 -0.85 -0.34
O 4.37 -0.66 0.12
O 2.21 0.47 -0.16
O 2.86 -1.33 -1.69



37
Properties=species:S:1:pos:R:3 method="wB97M-V/def2-TZVPD" e_tot_ev=-342652.8980 charge=-2 multiplicity=1 largest_force_ev_per_a=1.2 relative_energy_kj_mol=10.0
Sc 0.96 -0.40 -1.50
Se 3.20 4.24 -0.71
Sb 3.02 2.16 -1.90
Se 3.07 0.19 -0.27
Se 0.63 1.82 -2.70
Se 4.59 1.61 -3.64
F -2.85 -2.88 -1.49
C -2.51 -1.59 -1.35
F -1.88 -1.22 -2.47
F -3.66 -0.88 -1.28
C -1.66 -1.35 -0.06
O -1.98 -1.98 0.92
O -0.72 -0.50 -0.21
N 6.98 -4.28 -1.24
C 5.68 -3.96 -1.66
C 4.68 -4.93 -1.68
C 3.40 -4.61 -2.10
C 3.11 -3.31 -2.50
C 4.10 -2.34 -2.50
C 5.38 -2.67 -2.09
S 1.47 -2.89 -2.97
O 1.54 -1.48 -3.40
O 1.03 -3.86 -3.94
N 0.55 -2.76 -1.69
C 0.70 -3.57 -0.59
S -0.08 -5.13 -0.45
C 0.57 -5.29 1.14
C 1.30 -4.18 1.44
N 1.37 -3.23 0.47
H 7.01 -5.03 -0.56
H 7.50 -3.48 -0.93
H 4.91 -5.95 -1.36
H 2.63 -5.37 -2.12
H 3.88 -1.32 -2.80
H 6.14 -1.90 -2.07
H 0.37 -6.15 1.74
H 1.81 -4.01 2.38